# C6H13NS

One molecule with the formula C6H13NS in a non-equilibrium geometry (ωB97M-V/def2-TZVPD, OMol25).

- Gap between HOMO and LUMO: 0.360 Eh
- Structure (SMILES): C[C@@H]1[C@@H](S)CCN1C
- Energy above the lowest of the compared OMol25 structures with the same formula, charge and spin: 15.7 kJ/mol
- 2S+1: 1

Geometry as XYZ:
```
21
C6H13NS, DFT ωB97M-V/def2-TZVPD
C 1.6461 -0.6842 1.1717
C 0.3791 -0.0455 0.6184
C -0.0485 -0.5897 -0.7535
S -0.7670 -2.2506 -0.7350
C -0.9352 0.5261 -1.3390
C -0.6637 1.7385 -0.4273
N 0.5253 1.3735 0.3303
C 0.7147 2.2125 1.4927
H 2.5070 -0.4663 0.5351
H 1.4989 -1.7576 1.2101
H 1.8584 -0.3072 2.2012
H -0.4590 -0.2317 1.3366
H 0.8399 -0.7222 -1.3664
H -1.8438 -1.9486 -0.0082
H -0.6550 0.7157 -2.3944
H -1.9929 0.2461 -1.3445
H -1.5168 1.9042 0.2392
H -0.4833 2.6723 -0.9867
H 0.7760 3.2880 1.1849
H -0.1320 2.1132 2.2592
H 1.6427 1.9421 2.0040
```

# C6H13NS

A 2-piece molecular cluster, C6H13NS overall in a non-equilibrium geometry (ωB97M-V/def2-TZVPD, OMol25).

- Gap between HOMO and LUMO: 0.286 Eh
- Energy above the lowest of the compared OMol25 structures with the same formula, charge and spin: 413.7 kJ/mol
- 2S+1: 1

Geometry as XYZ:
```
21
C6H13NS, DFT ωB97M-V/def2-TZVPD
C 1.5516 0.9037 -1.0902
C 1.2766 -2.4993 0.0105
C -1.7067 1.1792 -1.0701
C -0.8157 1.4139 1.1529
C 0.6196 -1.3203 0.6423
C -0.9415 0.3965 -0.0133
N 0.1460 -0.3714 -0.4123
S 3.0358 0.9553 -0.5721
H 1.0216 1.2933 -1.9614
H 1.7134 -3.2354 0.7662
H 0.6628 -2.9473 -0.7095
H 2.0408 -1.9709 -0.5889
H -1.8192 0.6397 -2.0229
H -2.5703 1.4183 -0.5970
H -1.1175 2.1012 -1.2634
H 0.0116 2.1627 1.3285
H -0.6012 0.8462 2.1192
H -1.7924 1.9054 1.2465
H -0.3060 -1.4949 1.0798
H 1.2433 -0.9535 1.5549
H -1.6527 -0.4224 0.4003
```

# C6H13NaO4

C6H13NaO4 as an isolated structure in a non-equilibrium geometry (ωB97M-V/def2-TZVPD, OMol25).

- Gap between HOMO and LUMO: 0.218 Eh
- 2S+1: 1

Geometry as XYZ:
```
24
C6H13NaO4, DFT ωB97M-V/def2-TZVPD
O -0.8922 -1.8026 1.6100
C -0.1293 -0.9986 0.9088
O -0.5567 -0.0551 0.2620
O 1.1533 -1.1473 1.1432
C 2.0669 -1.2780 0.0335
C -2.3203 -1.7532 1.4263
H -2.8599 -2.0559 2.3337
H -2.6762 -0.7552 1.1362
C -2.6674 -2.7243 0.3257
H -2.2720 -2.3304 -0.6200
H -2.1848 -3.6864 0.5421
H -3.7589 -2.8289 0.2744
C 3.4249 -1.6405 0.5797
H 2.1582 -0.3327 -0.5161
H 1.7519 -2.0628 -0.6652
H 3.9370 -0.7282 0.9127
H 4.0151 -2.0930 -0.2285
H 3.3418 -2.3666 1.3987
Na -0.0052 2.2865 -0.2622
O 0.4883 2.1348 -2.4387
C -0.0409 1.6039 -3.5910
H 0.7443 1.1938 -4.2644
H -0.7381 0.7553 -3.3951
H -0.6153 2.3351 -4.2043
```

# C6H13O2

A 2-piece molecular cluster, C6H13O2 overall (ωB97M-V/def2-TZVPD, OMol25).

- Gap between HOMO and LUMO: 0.286 Eh
- Energy above the lowest of the compared OMol25 structures with the same formula, charge and spin: 21.5 kJ/mol
- 2S+1: 1
- Net charge: -1

Geometry as XYZ:
```
21
C6H13O2, DFT ωB97M-V/def2-TZVPD
C 1.0104 -0.4182 -1.7335
C 2.2986 -0.0089 -1.0323
C 0.2588 0.7559 -2.3710
H 1.2449 -1.1691 -2.4999
H 0.3316 -0.9189 -1.0413
H 2.0944 0.7561 -0.2826
H -0.0231 1.4700 -1.5993
H 0.9177 1.2188 -3.1112
H 3.0371 0.3514 -1.7525
H 2.7029 -0.8738 -0.5064
H -0.6276 0.3880 -2.8893
C -1.1375 -0.3290 1.3350
C -2.1778 -0.8355 2.3257
C -0.3717 0.8946 1.8829
O -1.0912 1.8650 2.2240
O 0.8846 0.8278 1.9119
H -0.4176 -1.1088 1.0681
H -1.6177 -0.0499 0.3883
H -2.9117 -0.0456 2.4903
H -1.7083 -1.0657 3.2820
H -2.6968 -1.7041 1.9111
```

# C6H13O2

An isolated ion of composition C6H13O2 and charge +1 in a non-equilibrium geometry (ωB97M-V/def2-TZVPD, OMol25).

- Gap between HOMO and LUMO: 0.466 Eh
- Energy above the lowest of the compared OMol25 structures with the same formula, charge and spin: 428.3 kJ/mol
- 2S+1: 1
- Net charge: +1

Geometry as XYZ:
```
21
C6H13O2, DFT ωB97M-V/def2-TZVPD
C -1.7963 0.2942 0.6014
C -0.7247 1.1775 0.0265
C -1.4022 -1.0541 -0.0442
C 0.5479 0.3876 -0.0997
C 1.2942 0.2544 -1.3879
C 1.5599 0.6936 0.9693
O 0.6455 -2.1361 -0.2159
O -0.0539 -1.0451 0.2630
H -1.7655 0.1052 1.7039
H -2.8314 0.6142 0.3626
H -0.9308 1.5237 -0.9864
H -0.5155 2.0539 0.6467
H -1.9258 -1.8967 0.3529
H -1.7555 -1.0840 -1.0247
H 1.6963 -0.7119 -1.4603
H 2.0169 1.0861 -1.3164
H 0.5745 0.4864 -2.1908
H 2.3634 -0.1052 0.7837
H 1.0136 0.5050 1.9600
H 1.7378 1.7661 0.7839
H 0.2517 -2.9150 0.2724
```

# C6H13O3

A 2-piece molecular cluster, C6H13O3 overall in a non-equilibrium geometry (ωB97M-V/def2-TZVPD, OMol25).

- ⟨S²⟩: 0.753
- Gap between HOMO and LUMO (spin up / spin down): 0.400 / 0.290 Eh
- Energy above the lowest of the compared OMol25 structures with the same formula, charge and spin: 68.9 kJ/mol
- 2S+1: 2

Geometry as XYZ:
```
22
C6H13O3, DFT ωB97M-V/def2-TZVPD
H 0.4508 -0.2955 1.1168
C 0.4572 0.1030 0.0901
C -0.5404 -0.6229 -0.7974
C -0.0900 -2.0642 -0.9163
C -1.0053 -2.8862 -1.8115
O 0.0207 1.4691 0.1335
C 0.8770 2.3654 0.6797
O 1.9999 2.0913 1.0467
C 0.2990 3.7501 0.8130
H 1.4638 0.0264 -0.3382
H -1.5571 -0.5599 -0.3755
H -0.5375 -0.1408 -1.7902
H 0.9253 -2.0384 -1.3364
H -0.0270 -2.4704 0.1020
H -0.6271 -3.9127 -1.8487
H -2.0339 -2.8794 -1.4333
H -1.0194 -2.4688 -2.8255
H -0.6302 3.8405 0.2411
H 0.0944 3.9071 1.8776
H 1.0391 4.4801 0.4822
O 0.1580 -1.0002 2.9683
H 0.2828 -0.6937 3.9221
```

# C6H13O6S

A 2-piece molecular cluster, C6H13O6S overall (ωB97M-V/def2-TZVPD, OMol25).

- Gap between HOMO and LUMO: 0.219 Eh
- Energy above the lowest of the compared OMol25 structures with the same formula, charge and spin: 128.1 kJ/mol
- 2S+1: 1
- Net charge: -1

Geometry as XYZ:
```
26
C6H13O6S, DFT ωB97M-V/def2-TZVPD
C -1.2350 -2.2161 0.8048
O -2.4927 -2.1698 1.4216
C -3.5383 -1.7021 0.5691
C -4.9338 -2.1741 1.0734
O -5.0928 -3.4103 1.1126
O -5.7333 -1.2578 1.3520
H -0.9721 -3.2511 0.5392
H -0.4680 -1.8228 1.4797
H -1.1997 -1.6113 -0.1087
H -3.5063 -0.6063 0.5269
H -3.3924 -2.1246 -0.4358
O 1.0878 -0.1697 -0.2244
S 2.3340 0.3660 -0.6722
O 3.4754 0.3279 0.1916
O 2.0922 1.8563 -1.1715
C 1.3611 2.7347 -0.2797
C 2.1880 3.2019 0.8982
C 2.7669 -0.3277 -2.2289
H 0.4497 2.2276 0.0390
H 1.0774 3.5713 -0.9149
H 2.4411 2.3771 1.5620
H 1.6161 3.9375 1.4647
H 3.1169 3.6607 0.5586
H 1.9046 -0.2753 -2.8872
H 3.0401 -1.3630 -2.0365
H 3.6129 0.2210 -2.6335
```

# C6H13P

One molecule with the formula C6H13P in a non-equilibrium geometry (ωB97M-V/def2-TZVPD, OMol25).

- Gap between HOMO and LUMO: 0.358 Eh
- Structure (SMILES): CP[C@]1(C)C[C@H]1C
- Energy above the lowest of the compared OMol25 structures with the same formula, charge and spin: 153.2 kJ/mol
- 2S+1: 1

Geometry as XYZ:
```
20
C6H13P, DFT ωB97M-V/def2-TZVPD
C -0.9439 -1.7913 1.9336
P 0.7818 -1.0040 1.7587
C 0.6682 -0.1751 0.0401
C 0.5502 -1.2637 -1.0196
C 1.6759 0.9529 -0.2380
C 0.1725 1.2087 -0.0411
C -0.7110 1.7880 -1.1412
H -0.8230 -2.8161 2.1162
H -1.3088 -1.7598 0.8323
H -1.5458 -1.4110 2.7995
H 0.4200 0.2172 2.2434
H 0.2272 -2.2269 -0.4651
H 1.4261 -1.5041 -1.6350
H -0.2353 -0.9881 -1.8327
H 2.0007 1.0771 -1.2151
H 2.3286 1.2932 0.5601
H -0.1318 1.6764 0.8374
H -1.7831 1.6886 -0.9707
H -0.5229 1.3407 -2.1815
H -0.5991 2.9092 -1.2413
```

# C6H13P

A 2-piece molecular cluster, C6H13P overall in a non-equilibrium geometry (ωB97M-V/def2-TZVPD, OMol25).

- Gap between HOMO and LUMO: 0.385 Eh
- Structure (SMILES): CC(C)(C)C.C#P
- Energy above the lowest of the compared OMol25 structures with the same formula, charge and spin: 199.2 kJ/mol
- 2S+1: 1

Geometry as XYZ:
```
20
C6H13P, DFT ωB97M-V/def2-TZVPD
C -1.6803 1.5328 0.2233
C -0.8073 0.2813 -0.1985
C -0.7030 0.4232 -1.7242
C -1.5011 -1.0332 0.1766
C 0.4997 0.4131 0.5050
H -2.5689 1.4820 -0.3257
H -1.2108 2.5577 0.1283
H -1.9136 1.4144 1.3149
H -0.0844 1.3058 -1.8077
H -1.7049 0.5123 -2.0976
H -0.3521 -0.4344 -2.2803
H -2.4784 -1.1884 -0.3520
H -0.7450 -1.7552 -0.1846
H -1.5386 -1.2366 1.3276
H 1.0667 1.3818 0.1904
H 1.2043 -0.4133 0.4061
H 0.3221 0.4133 1.5657
C 4.6657 -1.8789 0.7945
P 4.3812 -2.6692 2.0944
H 5.1486 -1.1085 0.2438
```

# C6H14

One molecule with the formula C6H14 in a non-equilibrium geometry (ωB97M-V/def2-TZVPD, OMol25).

- Gap between HOMO and LUMO: 0.359 Eh
- Structure (SMILES): CC(C)C(C)C
- Energy above the lowest of the compared OMol25 structures with the same formula, charge and spin: 248.5 kJ/mol
- 2S+1: 1

Geometry as XYZ:
```
20
C6H14, DFT ωB97M-V/def2-TZVPD
C -1.7532 1.0199 -0.0382
C -0.7258 0.0410 0.5247
C -1.0185 -1.6334 -0.2602
C 0.7236 0.5649 0.4049
C 1.7002 -0.4286 1.0154
C 1.1060 0.8941 -1.0510
H -1.6641 2.0595 0.3295
H -1.6298 1.0880 -1.1297
H -2.7727 0.6996 0.1760
H -0.9803 -0.7919 1.1430
H -0.6115 -1.5062 -1.2427
H -2.1045 -1.8501 -0.2850
H -0.5594 -2.5331 0.2277
H 0.8338 1.5171 0.9656
H 1.6724 -1.3676 0.4525
H 1.4205 -0.6391 2.0532
H 2.7303 -0.0569 1.0014
H 0.5019 1.7071 -1.4712
H 2.1565 1.2020 -1.1253
H 0.9747 0.0137 -1.6906
```